ORCA calculation (ωB97M-V/def2-TZVPD) on C5H7NO3S2 in the gas phase in a non-equilibrium geometry.

Last column: natural (NBO) charge in e.
CARTESIAN COORDINATES (ANGSTROEM)
N1 0.42628 -1.86341 0.86081  -0.819
C1 0.56965 -1.21064 -0.33315  -0.127
S1 2.31601 -0.87484 -0.72108  0.294
C2 2.58312 0.75379 -0.06682  -0.270
C3 1.62536 1.65282 0.23593  -0.297
C4 0.19837 1.55285 0.12130  -0.154
C5 -0.36809 0.41126 -0.33441  -0.395
S2 -2.01202 -0.05102 -0.11810  2.361
O1 -2.81240 1.10997 0.18046  -0.941
O2 -2.00943 -1.09702 0.87468  -0.944
O3 -2.48207 -0.64168 -1.54610  -0.912
H1 0.76775 -1.53110 1.66772  0.367
H2 -0.50475 -1.91549 0.98253  0.396
H3 0.01515 -1.72974 -1.16331  0.230
H4 3.58272 0.91827 -0.05924  0.217
H5 1.90122 2.56592 0.77985  0.220
H6 -0.31652 2.39849 0.45313  0.232
H7 -3.48034 -0.44842 -1.81421  0.542

Cartesian forces (eV/Å) of the 2 atoms listed first:
N 1.5 -2.3 -3.0
C -0.9 3.2 -1.5

Kohn-Sham gap (eV): 8.3
E (eV): -34598.1005
2S+1: 1
HOMO (eV): -8.661
ΔE to the lowest compared entry with this formula, charge and spin (eV): 1.463

=====

ORCA calculation (ωB97M-V/def2-TZVPD) on 2 unconnected molecules or ions with the total composition C5H7NO4 in a non-equilibrium geometry.

Last column: natural (NBO) charge in e.
CARTESIAN COORDINATES (ANGSTROEM)
N1 -2.24317 -0.38949 -1.02453  -0.384
C1 -1.35765 -0.29303 -0.23059  0.404
C2 -0.02861 0.16543 0.24740  -0.411
C3 1.04806 -0.04965 -0.84156  0.459
O1 1.97345 0.71067 -0.94542  -0.506
C4 0.38716 -0.69374 1.45815  0.445
O2 -0.27871 -1.54457 1.98090  -0.448
C5 -0.06801 1.65428 0.68249  -0.035
O3 -0.25579 2.52954 -0.38979  -0.695
H1 0.81050 -0.72047 -1.69020  0.159
H2 1.35353 -0.39077 1.90571  0.128
H3 0.87171 1.86790 1.21522  0.188
H4 -0.90041 1.79221 1.38385  0.207
H5 0.57462 2.61407 -0.86968  0.483
O4 -0.64858 -2.45319 -0.71092  -1.068
H6 0.28158 -2.70692 -0.73447  0.502
H7 -1.51968 -2.09227 -1.43655  0.572

Cartesian forces (eV/Å) of the 2 atoms listed first:
N 2.7 0.4 3.3
C -2.5 0.8 -4.0

Kohn-Sham gap (eV): 10.0
E (eV): -14974.6155
2S+1: 1
HOMO (eV): -10.591
ΔE to the lowest compared entry with this formula, charge and spin (eV): 3.566

=====

ORCA calculation (ωB97M-V/def2-TZVPD) on C5H7NO4S in the gas phase in a non-equilibrium geometry.

Last column: natural (NBO) charge in e.
CARTESIAN COORDINATES (ANGSTROEM)
C1 0.71333 0.79139 -2.73697  0.072
C2 0.37869 -0.91648 3.01770  0.672
C3 1.11926 1.36061 -1.26072  0.350
C4 -1.10259 -0.86361 1.23345  -0.115
C5 -0.71955 0.32944 0.39084  -0.601
N1 -0.47653 0.63228 -2.93434  -0.605
O1 1.33183 -1.22934 2.38394  -0.597
O2 1.31268 2.50771 -1.03417  -0.490
O3 0.71973 -1.15327 -0.92542  -0.989
O4 -0.83625 -0.70227 2.64364  -0.485
S1 1.06476 -0.03631 -0.02201  1.204
H1 1.65330 0.85434 -3.39215  0.175
H2 0.47181 -0.64364 4.23283  0.103
H3 -2.09363 -0.99517 1.13167  0.201
H4 -0.55086 -1.69390 0.86006  0.228
H5 -1.27873 0.26093 -0.55135  0.274
H6 -0.88983 1.32649 0.90035  0.237
H7 -0.81742 0.17080 -3.93736  0.366

Cartesian forces (eV/Å) of the 2 atoms listed first:
C 4.4 2.0 1.3
C 1.4 1.1 4.9

Kohn-Sham gap (eV): 9.1
E (eV): -25809.9458
2S+1: 1
HOMO (eV): -8.749
ΔE to the lowest compared entry with this formula, charge and spin (eV): 2.809

=====

ORCA calculation (ωB97M-V/def2-TZVPD) on C5H7NOS in the gas phase in a non-equilibrium geometry.

Last column: natural (NBO) charge in e.
CARTESIAN COORDINATES (ANGSTROEM)
C1 1.53871 -1.06348 0.62319  -0.342
C2 0.80678 -0.08077 0.38650  -0.119
C3 1.03086 1.31903 -0.05269  -0.453
C4 -0.45144 1.76019 0.06673  -0.109
O1 -1.04279 0.66743 -0.86357  -0.523
C5 -0.60119 -0.47821 -0.02526  0.513
N1 -1.10422 -1.63541 0.02242  -0.614
S1 -2.65979 -1.94202 -0.65536  0.200
H1 2.63493 -1.10951 0.63137  0.208
H2 0.87437 -2.03484 0.50480  0.238
H3 1.94087 1.92243 0.30069  0.251
H4 1.22969 1.03409 -1.28946  0.234
H5 -0.60922 2.77041 -0.46329  0.200
H6 -0.87985 2.04427 1.02053  0.212
H7 -2.70770 -3.17363 -0.20661  0.106

Cartesian forces (eV/Å) of the 2 atoms listed first:
C 2.4 -6.6 0.4
C -3.0 2.6 -1.0

Kohn-Sham gap (eV): 9.3
E (eV): -19667.2050
2S+1: 1
HOMO (eV): -8.605
ΔE to the lowest compared entry with this formula, charge and spin (eV): 4.398

=====

ORCA calculation (ωB97M-V/def2-TZVPD) on C5H7NOS in the gas phase in a non-equilibrium geometry.

Last column: natural (NBO) charge in e.
CARTESIAN COORDINATES (ANGSTROEM)
C1 1.33457 1.58171 -0.24692  -0.442
C2 1.86775 0.52525 -0.79399  -0.312
S1 0.76699 -0.94470 -1.08992  0.234
C3 -0.67448 -0.47023 -0.32397  -0.524
C4 -1.58429 0.32464 -1.11166  0.374
O1 -2.62371 0.94410 -0.69115  -0.599
C5 -1.05712 -0.83821 0.94993  0.170
N1 -0.17454 -1.54840 1.68481  -0.778
H1 0.30760 1.69919 0.06199  0.223
H2 1.93303 2.47424 -0.24799  0.211
H3 3.00329 0.21732 -1.01631  0.245
H4 -1.35030 0.48301 -2.22435  0.139
H5 -1.94892 -0.49734 1.43339  0.233
H6 0.66468 -1.74654 1.10322  0.408
H7 -0.46455 -2.20405 2.51293  0.417

Cartesian forces (eV/Å) of the 2 atoms listed first:
C 0.7 1.6 -0.3
C 1.1 -3.4 -0.4

Kohn-Sham gap (eV): 9.0
E (eV): -19669.1210
2S+1: 1
HOMO (eV): -8.745
ΔE to the lowest compared entry with this formula, charge and spin (eV): 2.482

=====

ORCA calculation (ωB97M-V/def2-TZVPD) on C5H7NOS in the gas phase in a non-equilibrium geometry.

Last column: natural (NBO) charge in e.
CARTESIAN COORDINATES (ANGSTROEM)
C1 0.06865 1.13836 -2.25219  -0.639
C2 0.82838 0.64834 -1.03308  -0.344
C3 0.41984 0.06885 0.07716  0.460
N1 -0.93659 -0.42652 0.38358  -0.574
C4 -0.93313 -1.08244 1.56431  0.038
S1 -2.09600 -2.11721 1.94734  -0.092
C5 0.38906 -0.84666 2.09305  -0.155
O1 1.12127 -0.09823 1.12120  -0.461
H1 0.62523 0.99418 -3.21063  0.221
H2 -1.00004 0.86005 -2.41344  0.211
H3 0.14930 2.22323 -2.21903  0.217
H4 1.89501 0.82330 -1.09432  0.220
H5 -1.69677 -0.29155 -0.19437  0.419
H6 0.29657 -0.01926 2.96828  0.238
H7 0.86922 -1.87442 2.26213  0.242

Cartesian forces (eV/Å) of the 2 atoms listed first:
C 0.3 0.3 -0.6
C 0.1 0.0 -1.4

Kohn-Sham gap (eV): 8.6
E (eV): -19669.5241
2S+1: 1
HOMO (eV): -8.263
ΔE to the lowest compared entry with this formula, charge and spin (eV): 2.079